1.
{"formula": "C6H10N", "method": "the ωB97M-V functional and the def2-TZVPD basis", "homo_energy_ev": -12.1, "charge": 1, "smiles": "C/C=C1C(C)=C/1[NH3+]", "spin_multiplicity": 1, "e_above_lowest_kcal_mol": 79.0, "species": ["C", "C", "C", "C", "C", "C", "N", "H", "H", "H", "H", "H", "H", "H", "H", "H", "H"], "xyz": [[1.27302, -0.44619, -0.17112], [-0.24244, -0.46125, -0.12375], [-1.48653, -0.93977, -0.43879], [0.69710, 0.54790, 0.44763], [-2.75086, -0.38908, 0.13404], [2.45046, -1.15816, -0.76604], [0.84592, 1.93071, 0.88648], [-1.41289, -1.95168, -0.70961], [-2.77177, 0.62560, 0.03413], [-3.07059, -0.64507, 1.11405], [-3.52517, -0.78538, -0.53571], [3.12537, -0.61813, -1.48723], [2.29049, -2.12879, -1.33928], [3.05867, -1.37916, 0.07138], [0.06611, 2.06331, 1.56254], [0.54592, 2.61549, 0.09282], [1.85289, 2.04569, 1.16470]], "forces_ev_per_a": [[-0.57, -1.04, -1.62], [-0.11, 0.81, 0.27], [3.41, 1.09, 2.64], [-1.56, -0.73, -1.11], [-0.58, -2.22, -2.08], [0.29, -0.45, -1.61], [-0.79, 0.45, -1.53], [-0.40, -1.17, -0.94], [-0.14, 2.91, -0.19], [0.34, -0.59, 1.04], [-0.22, 0.32, 0.26], [-0.99, 0.29, 0.88], [-0.64, 1.23, 1.14], [0.92, -0.49, 0.86], [1.30, 0.27, 0.45], [1.09, -1.29, 1.26], [-1.36, 0.62, 0.29]]}

---

2.
{"formula": "C10H19K2N3O12S", "method": "the ωB97M-V functional and the def2-TZVPD basis", "homo_energy_ev": [-1.4, -4.0], "charge": -1, "spin_multiplicity": 2, "species": ["K", "K", "O", "C", "O", "O", "H", "C", "O", "H", "H", "H", "C", "N", "O", "O", "H", "H", "H", "C", "N", "O", "O", "H", "H", "H", "C", "C", "O", "S", "O", "O", "O", "H", "H", "H", "H", "N", "C", "C", "C", "C", "H", "H", "H", "H", "H"], "xyz": [[-27.26923, -21.13589, -23.06339], [-30.21359, -21.43148, -19.99687], [-29.28467, -22.68732, -17.66012], [-28.94196, -23.98468, -17.50382], [-27.74646, -24.28324, -17.58195], [-29.76972, -24.88132, -17.26530], [-28.41041, -22.30198, -17.56632], [-26.80826, -19.93303, -19.34507], [-27.26148, -20.98730, -20.19088], [-25.75364, -20.16472, -19.19611], [-26.87031, -18.96007, -19.83252], [-27.39992, -20.03304, -18.43510], [-28.07469, -18.35214, -15.90817], [-27.89761, -18.58560, -14.39955], [-27.49700, -17.65734, -13.71191], [-28.40063, -19.58977, -13.95076], [-28.05619, -19.32492, -16.39954], [-27.37065, -17.59721, -16.25816], [-29.09346, -17.96791, -15.85734], [-23.96604, -16.99031, -19.12253], [-23.99556, -15.62631, -19.45987], [-24.15138, -14.89974, -18.47495], [-23.78251, -15.23776, -20.61675], [-23.86805, -17.69825, -19.94552], [-24.92572, -17.22188, -18.66046], [-23.13961, -17.15957, -18.43228], [-30.93870, -14.86426, -18.50562], [-29.94706, -13.76397, -18.62153], [-28.86403, -14.13649, -19.47549], [-28.67695, -15.78056, -19.29758], [-27.92857, -16.00862, -18.05609], [-28.14578, -16.45004, -20.48834], [-30.26535, -16.04312, -18.94276], [-31.65658, -14.70139, -19.30951], [-31.41288, -14.94681, -17.52765], [-29.49677, -13.48382, -17.66924], [-30.39705, -12.79894, -18.85461], [-22.45444, -21.65353, -20.76433], [-22.19076, -22.98713, -20.78401], [-22.33318, -23.42954, -19.51545], [-22.75234, -22.38384, -18.70184], [-22.91001, -21.26992, -19.58879], [-22.28326, -21.00331, -21.51799], [-21.80117, -23.46717, -21.66955], [-22.16051, -24.44199, -19.18147], [-22.88133, -22.27643, -17.63496], [-23.14933, -20.22864, -19.43113]], "forces_ev_per_a": [[0.02, 0.02, 0.77], [0.96, -0.29, 0.31], [-1.03, 1.87, -0.14], [0.84, -5.20, 0.79], [1.93, 1.70, -0.34], [-2.38, 1.31, -0.24], [0.47, 0.49, -0.34], [-0.34, -2.51, -1.82], [-0.86, 0.86, -0.76], [0.42, 0.42, 0.84], [-0.26, 0.60, 0.26], [0.25, 0.77, 0.67], [-0.05, -0.16, 1.32], [-0.76, 0.70, -0.09], [0.36, -0.33, -0.56], [0.38, -0.30, -0.13], [0.19, 0.29, 0.04], [-0.15, -0.32, 0.08], [0.05, 0.13, -0.61], [-0.37, -3.25, 0.26], [0.80, 3.03, -0.61], [-0.04, -0.04, -1.32], [-0.52, -0.57, 1.62], [0.10, 0.62, -0.36], [0.17, 0.02, 0.30], [-0.24, 0.15, 0.11], [-0.49, -0.09, -1.76], [1.32, 2.03, 1.94], [-0.48, -1.79, -0.77], [1.95, -0.49, 1.35], [-1.43, 0.56, -2.07], [-2.21, 1.96, 2.18], [1.55, -0.99, -0.49], [-0.60, -0.07, 0.41], [0.27, -0.27, -0.10], [0.17, -0.61, 0.40], [0.00, -0.25, -1.12], [-0.11, 0.20, -2.47], [0.98, 0.14, -1.03], [0.11, -1.60, 1.06], [-0.83, 2.98, -0.86], [0.67, -0.65, 3.18], [-0.28, -0.40, -0.02], [-0.16, 0.01, 0.11], [-0.01, 0.02, -0.09], [-0.26, -0.53, -0.14], [-0.11, -0.18, 0.25]]}

---

3.
{"formula": "C32H31Cl2N8NaO4PS", "method": "the ωB97M-V functional and the def2-TZVPD basis", "homo_energy_ev": -5.0, "charge": -1, "spin_multiplicity": 1, "e_above_lowest_kcal_mol": 7.2, "species": ["Na", "O", "C", "C", "C", "C", "C", "C", "C", "O", "N", "N", "C", "C", "C", "C", "C", "C", "N", "H", "H", "H", "H", "H", "H", "H", "H", "H", "H", "Cl", "C", "C", "C", "Cl", "C", "O", "C", "C", "O", "C", "H", "H", "H", "N", "C", "S", "C", "C", "C", "N", "C", "C", "H", "H", "H", "H", "H", "H", "C", "N", "C", "N", "C", "N", "C", "P", "C", "C", "H", "H", "H", "H", "H", "H", "H", "H", "H", "H", "H", "H"], "xyz": [[-0.18215, -0.04907, 0.94070], [-4.59558, 2.74219, -1.51635], [-3.88699, 2.33499, -2.58115], [-4.35501, 2.68206, -3.85166], [-3.68392, 2.26816, -4.98683], [-2.52498, 1.50177, -4.88479], [-2.05544, 1.16909, -3.62651], [-2.70693, 1.57634, -2.46474], [-2.10225, 1.18732, -1.14756], [-1.00963, 0.58168, -1.13893], [-2.85223, 1.50623, -0.08336], [-2.20192, 1.26369, 1.10594], [-2.95824, 1.12751, 2.11789], [-2.38850, 0.90894, 3.46441], [-3.19841, 0.39615, 4.47374], [-2.64076, 0.13337, 5.71319], [-1.29423, 0.39540, 5.90754], [-0.57281, 0.93007, 4.84733], [-1.09728, 1.19317, 3.65582], [-4.13183, 2.34638, -0.71299], [-5.25974, 3.27365, -3.91516], [-4.06791, 2.54366, -5.96229], [-2.00188, 1.17103, -5.77283], [-1.15883, 0.57409, -3.50324], [-4.04427, 1.14255, 2.00832], [-4.24348, 0.19419, 4.27382], [-3.24597, -0.27665, 6.51247], [-0.80648, 0.18995, 6.85102], [0.48499, 1.14770, 4.95883], [2.72816, -2.87661, 7.38178], [2.31844, -2.06419, 5.88210], [3.12814, -1.01412, 5.42656], [2.83317, -0.37352, 4.25718], [3.84966, 0.95213, 3.75632], [1.70765, -0.72069, 3.41201], [1.47076, -0.13684, 2.33101], [0.89166, -1.77581, 3.96291], [-0.36697, -2.17502, 3.35503], [-0.90840, -1.68444, 2.38244], [1.21790, -2.42769, 5.16077], [3.98860, -0.70490, 6.00517], [-0.87159, -3.01081, 3.88369], [0.56818, -3.21855, 5.52077], [-1.65487, -4.75094, -4.72267], [-2.50597, -4.21598, -3.83475], [-4.13816, -4.37289, -4.02800], [-1.86841, -3.49455, -2.67976], [-0.49490, -3.28462, -2.58943], [0.01799, -2.61733, -1.48814], [-0.73705, -2.15684, -0.49884], [-2.04958, -2.35327, -0.58706], [-2.65542, -3.00758, -1.64704], [-2.04608, -5.22264, -5.51967], [-0.65947, -4.67456, -4.63612], [0.20107, -3.60118, -3.35427], [1.08223, -2.42395, -1.40820], [-2.64352, -1.95658, 0.22921], [-3.72816, -3.13497, -1.68407], [3.61330, 1.91776, -3.22483], [2.72515, 2.70535, -2.37893], [3.51501, 3.28888, -1.29671], [4.27435, 2.31650, -0.51306], [5.11090, 1.54698, -1.42665], [4.38069, 0.89213, -2.51423], [3.49383, -0.15356, -1.98738], [2.19228, 0.44584, -0.78954], [1.62896, 1.87849, -1.84857], [3.37931, 1.43290, 0.25075], [4.32675, 2.59724, -3.69873], [3.02014, 1.43736, -4.00611], [2.84711, 3.83667, -0.62990], [4.22488, 3.99450, -1.73673], [5.65490, 0.78961, -0.85832], [5.83512, 2.22992, -1.87915], [4.10584, -0.90265, -1.47640], [3.00534, -0.65848, -2.82597], [0.96121, 2.50256, -1.25214], [1.02326, 1.49383, -2.66996], [3.97965, 0.73482, 0.83621], [2.80959, 2.01672, 0.97478]], "forces_ev_per_a": [[-0.16, -0.09, -0.15], [0.03, -0.06, 0.05], [0.02, -0.04, 0.01], [0.00, -0.03, -0.01], [0.04, 0.00, 0.00], [-0.07, 0.03, 0.04], [0.00, 0.01, -0.03], [-0.04, 0.00, -0.02], [-0.01, -0.11, -0.12], [-0.08, 0.29, 0.04], [0.26, -0.05, 0.21], [-0.36, -0.07, -0.39], [0.05, 0.10, 0.31], [-0.07, 0.05, -0.23], [-0.04, -0.02, 0.05], [0.03, -0.01, 0.00], [-0.04, 0.01, 0.02], [-0.04, 0.06, -0.10], [0.04, -0.04, 0.10], [0.02, 0.08, -0.08], [0.00, -0.01, -0.01], [0.00, 0.00, 0.00], [0.00, 0.00, 0.00], [-0.01, 0.00, 0.02], [-0.02, 0.03, 0.04], [0.01, -0.01, 0.00], [0.00, 0.00, 0.00], [0.01, 0.01, 0.00], [-0.04, 0.04, 0.01], [-0.02, 0.05, -0.09], [0.06, 0.02, 0.05], [0.05, -0.01, 0.07], [0.04, -0.01, -0.01], [-0.08, -0.08, 0.00], [-0.05, 0.00, -0.08], [0.49, -0.03, 0.39], [-0.12, -0.11, -0.03], [0.16, 0.13, 0.01], [-0.20, -0.14, 0.11], [-0.03, -0.02, 0.00], [0.00, 0.00, 0.00], [0.01, -0.02, 0.02], [0.01, 0.01, -0.01], [-0.09, -0.03, -0.09], [0.03, 0.08, 0.17], [0.12, 0.01, 0.01], [-0.09, -0.10, -0.17], [0.02, 0.00, -0.03], [-0.11, 0.07, -0.01], [0.06, -0.15, -0.07], [0.06, 0.05, 0.07], [-0.07, 0.02, 0.02], [0.03, 0.00, 0.01], [0.03, 0.00, 0.02], [0.03, 0.00, -0.01], [0.00, -0.01, 0.01], [0.02, -0.01, 0.00], [0.02, 0.01, 0.01], [-0.03, -0.04, 0.01], [-0.01, -0.08, 0.04], [-0.04, -0.05, 0.03], [-0.06, -0.05, -0.03], [-0.03, 0.01, -0.01], [-0.05, 0.03, 0.04], [0.02, 0.02, 0.04], [0.14, 0.21, -0.22], [0.13, -0.02, 0.07], [0.03, -0.03, -0.09], [0.02, 0.02, 0.00], [0.00, -0.01, -0.01], [0.00, 0.01, 0.01], [0.02, 0.01, -0.02], [0.00, -0.01, 0.01], [0.02, 0.01, -0.01], [0.01, -0.02, -0.02], [-0.01, 0.01, -0.02], [-0.01, 0.01, 0.00], [0.00, 0.00, -0.03], [0.00, 0.01, 0.04], [-0.01, 0.02, 0.01]]}

---

4.
{"formula": "C16H31Cl12N", "method": "the ωB97M-V functional and the def2-TZVPD basis", "homo_energy_ev": -10.6, "smiles": "CCCC#N.ClCCCl.ClCCCl.ClCCCl.ClCCCl.ClCCCl.ClCCCl", "spin_multiplicity": 1, "e_above_lowest_kcal_mol": 39.2, "species": ["C", "C", "C", "C", "N", "H", "H", "H", "H", "H", "H", "H", "Cl", "C", "C", "Cl", "H", "H", "H", "H", "Cl", "C", "C", "Cl", "H", "H", "H", "H", "Cl", "C", "C", "Cl", "H", "H", "H", "H", "Cl", "C", "C", "Cl", "H", "H", "H", "H", "Cl", "C", "C", "Cl", "H", "H", "H", "H", "Cl", "C", "C", "Cl", "H", "H", "H", "H"], "xyz": [[0.14989, 0.08513, 0.47629], [-0.32061, 1.39247, 0.98588], [-1.22321, 1.15913, 2.27003], [-2.44084, 0.31332, 2.15813], [-3.46087, -0.27905, 2.08944], [1.01958, -0.20192, 1.06734], [0.51804, 0.11465, -0.54923], [-0.57417, -0.72677, 0.54458], [-0.89726, 1.95516, 0.25174], [0.52680, 2.01125, 1.28102], [-1.37563, 2.10106, 2.79694], [-0.58536, 0.67916, 3.01224], [4.93488, -1.07905, -4.08806], [3.90838, -1.18114, -2.64026], [2.39485, -1.13206, -2.98354], [2.10434, 0.52797, -3.56633], [4.30729, -0.44498, -1.94237], [4.13217, -2.13267, -2.15798], [1.67230, -1.32892, -2.19153], [2.08742, -1.75737, -3.82174], [4.46444, 5.14827, 2.12911], [4.03745, 4.13157, 3.58788], [2.87955, 3.14210, 3.32306], [1.40423, 4.11469, 3.04506], [3.73577, 4.80209, 4.39255], [4.87146, 3.50984, 3.91341], [2.78581, 2.51437, 4.20921], [3.10525, 2.47211, 2.49343], [0.49057, 3.72989, -1.47099], [2.24402, 3.93245, -1.77908], [3.13362, 3.56170, -0.52690], [3.29061, 1.76831, -0.17245], [2.31309, 5.00439, -1.96420], [2.50992, 3.33176, -2.64889], [2.67768, 3.97993, 0.37049], [4.09593, 4.07339, -0.51158], [-1.56385, 0.14450, -2.36889], [-1.95069, -0.91602, -3.76835], [-1.70884, -0.29803, -5.18406], [-2.91802, 0.91272, -5.55639], [-3.01941, -1.11984, -3.70198], [-1.40741, -1.85672, -3.67879], [-1.81944, -1.08918, -5.92566], [-0.65985, -0.00689, -5.23827], [0.09214, -1.82985, 3.26235], [-1.33635, -2.88968, 2.88496], [-1.17218, -4.29185, 3.52459], [-1.11858, -4.07829, 5.29395], [-1.49973, -3.04735, 1.81887], [-2.24933, -2.36999, 3.17567], [-0.29833, -4.88371, 3.25221], [-2.13079, -4.74979, 3.28074], [-4.21098, -4.64276, 1.17927], [-4.28608, -3.36699, -0.02601], [-5.73928, -3.31402, -0.59568], [-5.85223, -2.18788, -2.00729], [-3.49143, -3.61778, -0.72867], [-4.05522, -2.44613, 0.50953], [-6.48238, -3.04254, 0.15413], [-6.03913, -4.30414, -0.93895]], "forces_ev_per_a": [[1.28, -1.04, -0.52], [-1.88, 0.30, 0.96], [1.24, 0.13, 0.17], [-2.53, -0.58, -0.42], [3.31, 1.57, 0.16], [-0.03, -0.32, 0.10], [-0.15, 0.24, -0.08], [-0.16, 0.12, -0.03], [-0.01, -0.03, -0.01], [-0.18, 0.09, 0.05], [-0.88, 0.17, -0.40], [0.01, -0.46, -0.12], [-0.10, -0.04, -0.12], [-0.53, -1.24, 0.48], [0.77, 0.85, -0.34], [-0.56, 0.45, -0.15], [-0.75, 0.37, -0.20], [-0.04, -0.22, -0.21], [0.54, 0.10, 0.42], [0.60, -0.25, 0.08], [-0.04, -0.65, 1.03], [-0.69, -0.69, -0.26], [0.93, 0.92, 0.07], [-0.08, -0.56, -0.05], [0.21, 0.09, -0.21], [0.38, 0.43, -0.30], [-0.35, 0.21, 0.10], [-0.28, 0.30, -0.22], [0.20, -0.31, 0.03], [0.69, -0.45, 1.21], [-1.31, 0.47, -0.14], [0.03, 1.08, -0.46], [0.50, -0.18, -0.10], [-0.04, 0.19, 0.08], [-0.37, -0.22, -0.13], [0.25, -0.64, -0.65], [0.03, -0.24, -0.66], [-0.65, 0.28, -1.02], [0.57, -1.38, 1.39], [0.13, 0.55, -0.08], [0.09, -0.12, 0.20], [0.15, 0.19, 0.12], [-0.17, -0.11, 0.14], [-0.24, 0.83, -0.15], [-0.61, -0.63, -0.34], [0.53, -0.85, -0.02], [-0.95, 1.61, 0.17], [-0.01, -0.30, 0.27], [0.73, 0.26, -0.26], [0.26, -0.13, 0.61], [-0.22, 0.31, -0.32], [0.30, -0.58, 0.08], [-0.10, -0.72, 0.71], [-0.90, 0.73, -0.21], [0.84, -0.46, -0.21], [0.10, -0.31, 0.58], [-0.47, 0.30, -0.35], [0.04, 0.09, -0.28], [0.35, 0.40, 0.01], [0.20, 0.08, -0.22]]}

---

Summary of electronic energy in a.u.
-288.9571; -3057.3687; -3799.4214; -6205.2811
(order as listed above)
Summary of molar mass in g/mol
96.15; 483.53; 748.59; 662.87
(order as listed above)